Record 1
Computed, not measured: a molecular structure, C35H46FIrO2Se, with ωB97M-V/def2-TZVPD.

Each line ends with the Mulliken spin population.
Geometry (Å):
H 3.41552 -1.30890 -3.96070  0.00
Ir 0.04978 -0.33965 0.38383  2.04
H -5.54118 0.29447 -0.34096  0.00
H -4.65007 1.95351 -3.50048  -0.01
C -1.81922 3.20487 -2.10086  -0.03
O -1.95188 -0.00561 -0.53679  0.35
H 2.58675 5.73727 -2.59258  0.00
H 5.11588 -1.77600 -3.79662  0.00
H -1.90645 3.84752 -5.33227  0.00
H -6.17089 -1.11338 -2.98693  0.00
H 4.69608 -0.20327 -4.48350  0.00
C -2.15704 4.69432 -4.68728  0.04
C -2.97855 3.14720 -2.91604  0.03
C 2.88965 3.04203 -3.12617  0.09
C -2.28015 0.94711 -1.28210  0.22
C -4.94732 -0.56794 -0.65521  0.03
H -4.45948 5.33337 -2.16323  0.00
C 1.88194 -2.93112 0.94666  0.19
C 2.79697 -2.81536 1.95588  -0.08
H 1.72949 3.55304 -5.55033  0.00
C 1.78050 3.12064 -2.24720  0.04
H -2.75124 5.79728 -2.21253  0.00
C 3.68924 1.89899 -3.07050  -0.04
H -3.87189 6.42940 -3.42397  0.00
C -5.57426 -0.20132 -3.02825  0.00
Se 0.05000 2.24328 -0.15062  0.05
C 4.22272 -1.50231 -1.32169  -0.01
C -3.76804 1.98364 -2.88078  0.09
H -4.15719 -0.73167 0.07369  0.00
C -3.49029 0.88841 -2.08980  0.14
C 4.41738 -0.93877 -3.72568  0.03
H -4.24402 -2.45862 -2.53736  0.00
C -1.46487 2.14219 -1.33730  0.06
C 1.08114 -1.93758 3.44563  -0.09
H 5.02850 -2.22968 -1.44979  0.00
H -1.50230 -2.60516 0.33890  0.00
H 0.81078 -1.57760 4.43106  0.00
H 1.18403 4.02539 -2.20635  -0.01
C 4.46681 -0.35166 -2.30069  0.03
H 3.82725 -3.12572 1.82547  0.00
C 3.46807 0.81867 -2.22680  0.09
C 0.51789 -2.52664 1.12995  -0.12
H -0.17014 -3.05239 -0.86420  0.00
H 6.59835 -0.63126 -2.07582  0.00
C 5.88228 0.19142 -2.01556  0.03
C 4.39812 3.95454 -4.94947  0.01
H -4.43611 3.27970 -5.32378  0.00
H 4.54933 4.81815 -5.59952  0.00
C 3.44633 5.46988 -3.21236  0.03
H 4.25681 3.07863 -5.58916  0.00
C -4.38513 -0.35213 -2.07556  0.02
H -5.60057 -1.44405 -0.65692  0.00
C -3.58299 -1.58837 -2.52839  0.04
H -1.26428 4.96909 -4.11831  0.00
H 1.06394 4.69428 -4.37047  0.00
H -0.89601 -1.85652 2.64086  0.00
H 2.14822 5.27253 -5.63919  0.00
C 1.48003 2.08105 -1.43253  0.09
H 4.30724 5.32256 -2.55556  0.00
C -4.58185 4.11124 -4.62820  0.00
H 3.27589 -2.00324 -1.51626  0.00
H -1.22659 4.11189 -2.06501  0.00
H -6.22591 0.63019 -2.74450  0.00
C 0.14822 -2.06075 2.43522  0.23
H 5.94028 0.62008 -1.01127  0.00
H -4.78416 5.00626 -5.21938  0.00
H -2.41873 5.54386 -5.32298  0.00
H 3.65953 6.31578 -3.87050  0.00
H -5.25332 -0.06348 -4.06440  0.00
H -2.74554 -1.79837 -1.86473  0.00
H 6.19393 0.95343 -2.73106  0.00
H -5.46932 3.91173 -4.02134  0.00
C 2.38996 -2.29905 3.18811  0.23
O 1.94630 -0.07928 -0.63454  0.36
C 2.28358 0.87733 -1.39412  0.23
H 2.17603 -3.34126 -0.01268  0.01
H 5.31191 3.82095 -4.36371  0.00
H 4.22474 -1.16946 -0.28334  0.00
F 3.29692 -2.17979 4.16209  0.02
C -0.44546 -2.62012 0.08992  0.46
C 1.95298 4.44271 -4.95542  0.03
C -3.61935 5.54834 -2.82868  0.03
H 4.54614 1.85235 -3.72574  -0.01
H -3.19771 -1.44747 -3.54246  0.00
C 3.18158 4.21005 -4.05833  0.04
C -3.34253 4.35596 -3.76500  0.05

Gap between HOMO and LUMO (spin up / spin down) in eV: 6.5 / 5.5
Total charge: +1
E_HOMO (spin up / spin down) in eV: -8.79 / -10.70
Molar mass in g/mol: 788.93
Spin multiplicity: 6
<S²>: 8.861

=====

Record 2
Computed, not measured: a molecular structure, C35H46MoN5O5PS4Si, with ωB97M-V/def2-TZVPD.

Each line ends with the Mulliken spin population.
Geometry (Å):
C 2.27703 -0.46348 -2.01226  0.00
H -2.17080 -1.78918 7.74953  0.00
H 0.98024 4.89179 -1.23818  0.00
H 3.63874 3.72502 -3.58073  0.00
Mo -1.49960 0.94387 0.58366  1.92
H 3.32805 4.34563 -1.95169  0.00
C 0.16174 -5.63051 2.58170  0.00
S -2.39357 3.63338 2.44866  0.15
C 3.35543 -0.96379 3.13335  0.00
H 1.41162 -4.43290 1.31172  0.00
C 1.54941 4.00452 -3.12221  0.00
H 0.77167 5.95732 -2.63793  0.00
H -2.16075 -1.40162 -4.46201  0.00
C 2.08118 -1.83960 -1.39111  0.00
H 1.52800 -0.77110 2.01933  0.00
H 3.27388 -2.03738 3.24065  0.00
C -0.99252 -5.66765 3.35162  0.00
C -2.29435 -3.68533 -1.86647  0.00
C 2.38248 -0.26458 2.44594  0.00
C 4.52973 1.09604 3.57313  0.00
H 3.63847 2.87621 2.80486  0.00
O 0.56335 1.14758 1.00280  0.02
C 3.55409 1.80189 2.88996  0.00
H -6.14142 -2.25989 6.21760  0.00
H 0.41781 -0.72609 -5.91059  0.00
C 4.43055 -0.28366 3.69263  0.00
H 3.51664 -1.17230 -3.62153  0.00
C -5.07860 -2.14257 6.05023  0.00
H 5.36628 1.62050 4.01455  0.00
H 3.02488 -2.38752 -1.36392  0.00
C -2.23359 1.32356 -5.07632  -0.01
H -1.93681 -0.41131 -3.01414  0.00
S -3.95177 -2.10598 1.48080  0.00
H 1.35280 -2.42190 -1.95806  0.00
H 0.05706 3.78836 -4.67922  0.00
H -4.59932 -2.05489 8.13708  0.00
H 3.16337 0.33453 -0.21382  0.00
N -1.28269 -3.07571 -1.27654  0.02
H -1.92341 2.17069 -5.69050  0.00
C 1.40215 1.82508 1.60021  -0.04
Si 0.36404 1.48293 -2.59531  -0.02
C 2.60622 -0.58426 -3.49415  0.00
N -1.12685 -0.90257 -0.21957  -0.09
C -4.21295 -2.02870 7.12626  0.00
H 0.65728 3.61952 0.76615  -0.02
O -0.02560 1.20394 -4.14971  0.00
N -4.68727 0.81853 -0.18763  0.08
H 3.17026 5.41972 -3.35384  0.00
H 0.00245 -2.41381 1.53536  0.01
C -0.42730 -0.06523 -6.10495  0.00
H 2.24285 3.81298 1.56649  0.00
H 1.68233 3.29508 -5.15734  0.00
C -1.45537 -0.76286 -3.92853  -0.01
H 3.42918 1.32699 -1.66210  0.00
H -5.24639 -2.20253 3.90067  0.00
H 2.76281 0.39877 -3.94306  0.00
C -1.43159 -3.36365 2.80998  -0.01
C -0.27225 -3.32982 2.04295  0.00
H -1.28924 -1.72180 5.44711  0.00
P -2.55234 -1.93038 2.84754  0.00
H 1.70662 -1.72912 -0.37160  0.00
O 1.02658 0.22321 -1.81901  0.03
H 1.79653 -1.08272 -4.02586  0.00
H 5.19333 -0.83191 4.23031  0.00
C -1.04307 0.41585 -4.79765  0.01
S -1.32737 -0.27604 2.81791  -0.01
C -1.28751 -1.94949 -0.73567  0.06
H -0.07377 0.78686 -6.68692  0.00
C -3.22229 -1.95896 4.53483  0.00
H 0.77933 -6.51464 2.48958  0.00
H -2.69774 -4.57578 4.05410  0.00
C 0.51950 -4.46162 1.92505  0.00
C 3.01423 4.40137 -2.99538  0.00
H -0.37420 4.63774 -2.34865  0.00
C -1.79125 -4.53979 3.46204  0.00
H -5.64863 0.54023 -0.18958  0.00
S -1.39774 2.04512 -1.52806  0.02
H -0.58876 -1.36495 -3.65213  0.00
C -2.84742 -1.87998 6.90981  0.00
H -2.65321 1.70136 -4.14332  0.00
H 0.78381 3.60729 2.53846  0.00
C 3.37240 0.30622 -1.28389  0.00
H 1.28983 5.01925 -5.00481  0.00
C -3.58937 0.67000 0.15684  -0.14
C 0.67438 4.92916 -2.28556  0.00
H -1.16478 -0.61184 -6.69432  0.00
C -4.58421 -2.10909 4.75219  0.00
O -2.12079 3.49123 3.86875  0.14
H -3.00982 0.77302 -5.61024  0.00
O 1.47543 2.67325 -2.59463  0.03
C 2.47916 1.12418 2.31473  0.01
C 1.27784 3.31424 1.60664  0.02
H -1.27565 -6.57874 3.86245  0.00
C 1.11597 4.02828 -4.58244  0.00
N -1.96505 2.50728 1.55333  -0.22
N -3.11638 -4.27597 -2.42348  0.00
H 4.33870 -0.18008 -1.43089  0.00
C -2.35234 -1.84427 5.61805  0.00

Gap between HOMO and LUMO (spin up / spin down) in eV: 6.4 / 6.3
Total charge: 0
E_HOMO (spin up / spin down) in eV: -8.18 / -8.18
Molar mass in g/mol: 900.05
Relative energy (zero: lowest compared OMol25 entry of this formula, charge and spin) in kcal/mol: 2.9
Spin multiplicity: 3
<S²>: 2.054

=====

Question: Number 2 is which compound?
Answer: C35H46MoN5O5PS4Si